Entry 1:
Here is a molecular structure, C19H57O10Y at a distorted geometry from OMol25. Energies are from ωB97M-V/def2-TZVPD.

Its LUMO energy is -11.70 eV. The HOMO-LUMO gap is 1.40 eV. As for the multiplicity: 1. The calculation puts the HOMO energy at -13.1 eV. The strongest force on any atom is 0.0612 hartree/bohr. The total charge is +2. The value obtained for the calculated total energy is -42114.5814 eV.

Geometry as XYZ:
```
87
Properties=species:S:1:pos:R:3:mulliken_charge:R:1
Y 3.850 2.144 4.999 1.39
C 0.460 -0.798 0.895 -0.37
O 1.222 0.080 1.674 -0.19
H 0.566 -1.848 1.166 0.27
H -0.592 -0.551 1.041 0.30
H 0.586 -0.735 -0.186 0.27
C -1.449 5.347 3.711 -0.87
C -1.324 4.404 4.859 -0.29
O 0.000 4.466 5.336 -0.54
H -1.095 4.815 2.828 0.21
H -0.886 6.269 3.853 0.31
H -2.472 5.674 3.526 0.33
H -1.660 3.391 4.641 0.29
H -1.994 4.734 5.653 0.24
H 0.094 5.274 5.846 0.31
C 5.142 6.565 0.261 -0.90
C 3.881 6.182 1.045 -0.32
O 4.169 5.908 2.402 -0.53
H 5.845 5.735 0.192 0.24
H 5.588 7.420 0.768 0.31
H 4.890 6.810 -0.771 0.32
H 3.464 5.274 0.609 0.26
H 3.160 6.990 0.930 0.28
H 4.265 6.809 2.719 0.32
C 2.410 3.191 -5.029 -1.01
C 3.773 3.435 -5.701 -0.17
O 3.652 4.522 -6.612 -0.51
H 1.665 3.270 -5.821 0.28
H 2.069 3.948 -4.322 0.29
H 2.283 2.223 -4.544 0.32
H 4.145 2.510 -6.143 0.27
H 4.501 3.667 -4.924 0.24
H 4.518 4.749 -6.959 0.30
C 6.335 -0.980 -2.168 -0.92
C 6.000 -2.393 -2.683 -0.29
O 7.170 -3.168 -2.386 -0.49
H 7.079 -0.453 -2.764 0.34
H 6.594 -0.908 -1.112 0.27
H 5.416 -0.394 -2.201 0.28
H 5.741 -2.415 -3.741 0.25
H 5.173 -2.851 -2.141 0.27
H 7.799 -2.751 -2.980 0.31
C -3.935 2.484 -3.840 -0.91
C -4.153 3.508 -4.926 -0.23
O -5.497 3.717 -5.198 -0.47
H -2.948 2.037 -3.960 0.28
H -4.720 1.728 -3.838 0.30
H -3.869 2.955 -2.859 0.26
H -3.609 3.386 -5.862 0.35
H -3.664 4.423 -4.590 0.26
H -5.535 4.306 -5.955 0.32
C 0.543 -8.765 0.439 -1.13
C 0.740 -8.023 1.789 -0.12
O 1.432 -8.892 2.652 -0.48
H -0.032 -8.172 -0.272 0.32
H 0.025 -9.718 0.551 0.32
H 1.473 -8.960 -0.095 0.37
H -0.231 -7.841 2.250 0.28
H 1.322 -7.135 1.542 0.21
H 2.162 -9.275 2.160 0.31
C -0.125 -3.554 -5.741 -1.04
C -0.050 -5.064 -5.450 -0.15
O 0.512 -5.712 -6.561 -0.49
H 0.805 -3.027 -5.958 0.31
H -0.502 -3.017 -4.872 0.32
H -0.853 -3.411 -6.540 0.27
H -1.040 -5.488 -5.283 0.24
H 0.580 -5.165 -4.566 0.27
H 0.938 -6.505 -6.227 0.31
C -2.144 -4.438 6.507 -1.05
C -3.072 -3.432 5.865 -0.14
O -2.907 -2.156 6.459 -0.52
H -1.115 -4.182 6.255 0.26
H -2.370 -5.442 6.146 0.34
H -2.263 -4.392 7.590 0.30
H -4.076 -3.751 6.148 0.26
H -2.996 -3.540 4.783 0.25
H -3.776 -1.750 6.462 0.33
C -6.968 1.234 3.614 -1.00
C -7.881 0.457 4.506 -0.18
O -7.274 0.471 5.818 -0.54
H -7.471 1.181 2.648 0.34
H -6.024 0.692 3.554 0.24
H -6.798 2.282 3.857 0.30
H -7.983 -0.595 4.236 0.27
H -8.849 0.956 4.541 0.28
H -7.835 0.022 6.454 0.30
```

Entry 2:
Here is C6H8S3 in the gas phase at a distorted geometry from OMol25. Energies are from ωB97M-V/def2-TZVPD.

Its LUMO energy (spin up / spin down) is 0.37 / -3.10 eV. The HOMO-LUMO gap (spin up / spin down) is 5.65 / 5.00 eV. As for the multiplicity: 3. The calculation puts the HOMO energy (spin up / spin down) at -5.3 / -8.1 eV. The strongest force on any atom is 0.0856 hartree/bohr. The total charge is 0. The value obtained for the calculated total energy is -38849.2605 eV.

Geometry as XYZ:
```
17
Properties=species:S:1:pos:R:3:nbo_charge:R:1
C 0.088 -0.473 -1.846 -0.24
C -0.928 0.568 -1.781 -0.35
C 0.998 -0.745 -0.922 -0.37
C -1.268 1.059 -0.567 -0.35
C 1.934 0.376 1.010 -0.35
C 0.927 0.004 0.266 -0.22
S -2.628 2.128 -0.126 0.04
S -0.443 -1.395 2.738 -0.16
S -0.644 0.199 1.056 0.54
H -0.071 -1.176 -2.595 0.21
H -1.605 0.704 -2.743 0.25
H 1.670 -1.669 -1.116 0.24
H 2.931 0.144 0.784 0.21
H 1.763 0.901 1.969 0.19
H -2.122 2.746 0.899 0.11
H 0.305 -2.417 2.559 0.11
H -0.908 -0.954 0.415 0.14
```

Entry 3:
Here is a gas-phase ion, C8H10NO (charge +1) at a distorted geometry from OMol25. Energies are from ωB97M-V/def2-TZVPD.

Its LUMO energy is -3.58 eV. Its structure (SMILES) is C[n+]1coc2c1CC=CC2. The HOMO-LUMO gap is 9.84 eV. As for the multiplicity: 1. The calculation puts the HOMO energy at -13.4 eV. The strongest force on any atom is 0.0684 hartree/bohr. The total charge is +1. The value obtained for the calculated total energy is -11987.4023 eV.

Geometry as XYZ:
```
20
Properties=species:S:1:pos:R:3:nbo_charge:R:1
C -2.150 0.258 -0.139 -0.16
C -1.887 1.522 0.035 -0.18
C 2.303 0.186 -0.121 0.43
C 0.156 -0.172 -0.016 0.13
C 0.424 1.132 0.243 0.30
C -1.138 -0.784 0.113 -0.51
C -0.703 2.131 0.564 -0.48
C 1.475 -2.193 -0.491 -0.41
N 1.384 -0.769 -0.278 -0.27
O 1.797 1.318 0.151 -0.31
H -3.131 0.037 -0.460 0.24
H -2.680 2.103 -0.267 0.23
H 3.365 0.150 -0.137 0.24
H -1.113 -1.018 1.171 0.26
H -1.390 -1.620 -0.525 0.26
H -0.539 3.163 0.192 0.27
H -0.712 2.146 1.661 0.26
H 1.650 -2.796 0.314 0.24
H 0.512 -2.453 -0.938 0.24
H 2.379 -2.342 -1.075 0.24
```

Entry 4:
Here is a molecular structure, C15H31AsClO5 at a distorted geometry from OMol25. Energies are from ωB97M-V/def2-TZVPD.

Its LUMO energy is 2.95 eV. The HOMO-LUMO gap is 7.44 eV. As for the multiplicity: 1. The calculation puts the HOMO energy at -4.5 eV. The strongest force on any atom is 0.1777 hartree/bohr. The total charge is -1. The value obtained for the calculated total energy is -99646.8985 eV.

Geometry as XYZ:
```
53
Properties=species:S:1:pos:R:3:nbo_charge:R:1
C -3.824 -2.061 2.228 -0.64
C -2.770 -2.042 3.482 -0.41
C -1.323 -1.282 3.124 -0.41
C -1.467 -0.211 1.894 -0.78
As 0.173 0.889 1.497 1.63
O 0.766 0.902 3.247 -1.10
C 1.223 -0.834 1.226 -0.79
C 2.657 -0.620 0.462 -0.43
C 2.627 -1.619 -0.870 -0.41
C 3.430 -0.956 -2.170 -0.43
C 2.487 -1.055 -3.542 -0.07
O 1.346 -0.089 -3.504 -0.57
C 0.530 -0.209 -4.736 -0.07
C -0.954 -0.873 -4.351 -0.66
C -0.326 1.007 -0.482 -0.90
C -0.328 2.534 -1.077 0.79
O 0.774 3.215 -1.456 -0.59
O -1.621 3.265 -1.288 -0.79
C -0.936 2.551 1.966 -0.90
C -0.024 3.905 2.167 0.56
O 0.961 4.323 1.369 -0.53
Cl -0.460 4.987 3.655 -0.17
H -4.748 -2.749 2.473 0.20
H -4.213 -0.976 1.975 0.22
H -3.254 -2.558 1.316 0.21
H -2.512 -3.094 3.932 0.20
H -3.265 -1.368 4.327 0.18
H -0.958 -0.833 4.142 0.23
H -0.578 -2.181 2.874 0.20
H -2.362 0.520 2.136 0.21
H -1.680 -0.858 0.913 0.21
H 1.431 1.765 1.135 -0.15
H 1.239 1.772 3.475 0.46
H 0.522 -1.650 0.737 0.19
H 1.474 -1.252 2.314 0.23
H 3.585 -0.903 1.144 0.20
H 2.849 0.464 0.065 0.22
H 3.098 -2.689 -0.629 0.20
H 1.496 -1.694 -1.215 0.21
H 3.688 0.174 -1.978 0.23
H 4.387 -1.636 -2.348 0.20
H 2.097 -2.170 -3.714 0.16
H 3.191 -0.817 -4.460 0.17
H 1.061 -0.792 -5.606 0.18
H 0.272 0.898 -5.099 0.19
H -1.708 -0.850 -5.252 0.21
H -1.450 -0.232 -3.475 0.23
H -0.767 -1.961 -3.929 0.21
H 0.527 0.402 -1.056 0.26
H -1.366 0.534 -0.736 0.22
H -1.722 3.987 -0.583 0.49
H -1.412 2.320 3.036 0.25
H -1.864 2.698 1.246 0.25
```

Entry 5:
Here is C5H8O in the gas phase from OMol25. Energies are from ωB97M-V/def2-TZVPD.

Its LUMO energy is 0.99 eV. Its structure (SMILES) is O=CC1CCC1. The HOMO-LUMO gap is 10.74 eV. As for the multiplicity: 1. The calculation puts the HOMO energy at -9.8 eV. The strongest force on any atom is 0.0093 hartree/bohr. The total charge is 0. The value obtained for the calculated total energy is -7361.0543 eV.

Geometry as XYZ:
```
14
Properties=species:S:1:pos:R:3:nbo_charge:R:1
O -1.407 0.301 -2.055 -0.53
C -1.801 0.468 -0.923 0.45
C -0.128 -1.138 0.215 -0.38
C 1.137 -0.360 0.630 -0.40
C 0.395 0.956 0.319 -0.38
C -0.950 0.174 0.283 -0.34
H -0.077 -1.492 -0.818 0.22
H -2.818 0.870 -0.739 0.11
H -0.461 -1.953 0.864 0.21
H 2.042 -0.554 0.048 0.21
H 1.370 -0.472 1.693 0.20
H 0.467 1.770 1.046 0.21
H 0.634 1.339 -0.678 0.22
H -1.530 0.280 1.206 0.21
```